# C40H87NO10

A cluster of 7 separate species, C40H87NO10 in total in a non-equilibrium geometry (wB97M-V/def2-TZVPD, the OMol25 dataset).

Properties
structure (SMILES)	CCCCCCCCCCCC[C@@H]1OC(=O)O[C@H]1N=C=O.CCOCC.CCOCC.CCOCC.CCOCC.CCOCC.CCOCC
E	-2382.94838	a.u.
HOMO	-9.3	eV
2S+1	1
Kohn-Sham gap	8.89	eV

```
138
C40H87NO10 (wB97M-V/def2-TZVPD)
C -4.195 2.893 1.413
C -3.472 2.397 -0.010
C -4.137 0.892 -0.308
C -3.630 0.229 -1.720
C -3.447 -1.400 -1.695
C -2.285 -1.955 -2.753
C -1.948 -3.575 -2.520
C -1.109 -3.834 -1.106
C 0.230 -4.761 -1.291
C 1.616 -3.932 -1.576
C 2.588 -3.735 -0.268
C 3.565 -2.421 -0.593
C 2.754 -0.995 -0.487
O 1.539 -1.048 0.341
C 0.619 -0.118 -0.382
O -0.332 0.594 0.237
O 0.964 -0.172 -1.822
C 2.438 -0.274 -1.927
N 3.141 1.037 -2.205
C 2.205 1.839 -2.820
O 1.384 2.873 -3.154
H -4.883 2.009 1.824
H -4.911 3.813 1.240
H -3.379 3.102 2.225
H -2.298 2.363 0.078
H -3.810 3.127 -0.890
H -5.314 1.081 -0.355
H -3.946 0.229 0.646
H -2.620 0.715 -2.090
H -4.477 0.458 -2.524
H -3.246 -1.781 -0.604
H -4.480 -1.869 -2.036
H -1.321 -1.286 -2.752
H -2.776 -1.883 -3.837
H -3.010 -4.110 -2.426
H -1.424 -4.060 -3.455
H -0.906 -2.811 -0.529
H -1.865 -4.439 -0.409
H 0.023 -5.515 -2.193
H 0.338 -5.418 -0.327
H 2.241 -4.587 -2.354
H 1.463 -2.890 -2.085
H 2.026 -3.580 0.747
H 3.330 -4.667 -0.226
H 3.903 -2.525 -1.727
H 4.496 -2.440 0.141
H 3.543 -0.293 0.016
H 2.785 -0.932 -2.853
C 7.861 -0.614 3.421
C 7.698 -1.435 2.155
O 6.694 -0.930 1.274
C 6.893 0.394 0.783
C 8.175 0.560 -0.012
H 6.911 -0.553 3.964
H 8.611 -1.069 4.077
H 8.180 0.408 3.207
H 7.389 -2.450 2.430
H 8.650 -1.538 1.623
H 6.839 1.113 1.605
H 6.041 0.614 0.127
H 9.061 0.364 0.597
H 8.254 1.581 -0.400
H 8.197 -0.139 -0.855
C -9.451 2.519 1.796
C -9.501 1.209 1.029
O -8.339 0.401 1.207
C -8.054 -0.012 2.541
C -9.159 -0.842 3.169
H -8.568 3.099 1.507
H -10.346 3.115 1.590
H -9.397 2.358 2.874
H -9.566 1.430 -0.042
H -10.402 0.637 1.279
H -7.809 0.856 3.161
H -7.143 -0.620 2.492
H -10.093 -0.280 3.255
H -8.870 -1.166 4.174
H -9.367 -1.728 2.559
C -3.365 5.180 7.275
C -3.528 4.359 6.009
O -4.531 4.864 5.128
C -4.333 6.188 4.637
C -3.051 6.354 3.842
H -4.314 5.241 7.818
H -2.614 4.725 7.931
H -3.046 6.202 7.061
H -3.837 3.344 6.284
H -2.575 4.256 5.477
H -4.386 6.907 5.459
H -5.184 6.408 3.981
H -2.164 6.158 4.451
H -2.971 7.375 3.454
H -3.028 5.655 2.999
C -9.891 3.709 -3.968
C -8.621 3.789 -3.141
O -8.403 2.642 -2.320
C -8.276 1.394 -2.997
C -7.116 1.350 -3.975
H -10.763 3.567 -3.320
H -10.029 4.629 -4.546
H -9.869 2.873 -4.671
H -8.693 4.647 -2.465
H -7.745 3.970 -3.775
H -9.218 1.132 -3.486
H -8.111 0.635 -2.223
H -7.233 2.081 -4.780
H -7.039 0.359 -4.433
H -6.174 1.576 -3.464
C 10.058 -6.614 2.458
C 8.913 -6.028 3.265
O 8.088 -5.136 2.516
C 7.437 -5.686 1.374
C 6.502 -6.836 1.703
H 10.684 -5.816 2.044
H 10.681 -7.256 3.090
H 9.701 -7.216 1.620
H 9.328 -5.446 4.095
H 8.303 -6.817 3.718
H 8.175 -5.977 0.622
H 6.849 -4.873 0.928
H 7.037 -7.683 2.141
H 5.998 -7.190 0.798
H 5.744 -6.520 2.428
C 9.107 1.709 -4.504
C 8.262 0.452 -4.407
O 7.218 0.541 -3.437
C 6.254 1.571 -3.639
C 5.502 1.449 -4.952
H 9.548 1.951 -3.531
H 9.914 1.570 -5.231
H 8.519 2.573 -4.819
H 8.902 -0.381 -4.100
H 7.846 0.176 -5.383
H 6.723 2.554 -3.540
H 5.534 1.491 -2.814
H 6.170 1.534 -5.814
H 4.747 2.237 -5.036
H 5.004 0.475 -5.021
```